1.
{"formula": "C3H3N2O3S", "method": "ωB97M-V/def2-TZVPD", "total_charge": -1, "lumo_ev": 3.543, "smiles": "O=C=NC(=O)O[N-]CS", "spin_multiplicity": 1, "homo_lumo_gap_ev": 6.77, "de_lowest_ev": 2.5258, "species": ["O", "C", "N", "C", "O", "O", "N", "C", "S", "H", "H", "H"], "coordinates": [[-1.455, 2.001, -3.465], [-1.297, 0.847, -3.304], [-0.983, -0.296, -3.324], [-1.192, -1.444, -2.578], [-1.514, -2.429, -3.194], [-0.956, -1.571, -1.303], [-1.078, -0.399, -0.525], [-0.240, -0.400, 0.485], [1.502, 0.676, 0.279], [0.223, -1.367, 0.709], [-0.638, 0.077, 1.408], [1.171, 0.362, -0.930]]}

=====

2.
{"formula": "C9H14", "method": "ωB97M-V/def2-TZVPD", "total_charge": 0, "lumo_ev": [0.372, 0.921], "spin_multiplicity": 1, "homo_lumo_gap_ev": [7.47, 8.28], "de_lowest_ev": 6.2072, "species": ["C", "C", "C", "C", "C", "C", "C", "C", "C", "H", "H", "H", "H", "H", "H", "H", "H", "H", "H", "H", "H", "H", "H"], "coordinates": [[-1.614, 0.293, -0.270], [-0.642, 1.093, -0.397], [-2.371, -0.962, 0.009], [-3.053, 0.370, -0.060], [0.899, 1.033, -0.538], [1.167, -0.429, -0.169], [1.592, 2.129, 0.304], [0.759, -1.508, -1.022], [1.501, -0.768, 1.286], [-2.544, -1.575, -0.808], [-2.166, -1.517, 0.844], [-3.276, 1.021, 0.798], [-3.720, 0.536, -0.911], [1.164, 1.102, -1.552], [1.384, 3.101, -0.170], [2.720, 2.101, 0.141], [1.432, 2.045, 1.318], [1.542, -2.318, -1.065], [0.608, -1.173, -2.041], [-0.251, -1.856, -0.782], [2.565, -1.173, 1.459], [0.794, -1.612, 1.559], [1.511, 0.068, 2.064]]}

=====

3.
{"formula": "C14H43N3O7", "method": "ωB97M-V/def2-TZVPD", "total_charge": 1, "lumo_ev": [-2.452, -6.351], "spin_multiplicity": 2, "homo_lumo_gap_ev": [8.58, 4.68], "s_squared": 0.753, "species": ["O", "H", "H", "H", "O", "H", "C", "C", "C", "O", "C", "N", "H", "H", "H", "H", "H", "H", "H", "H", "H", "H", "H", "C", "C", "C", "O", "C", "N", "H", "H", "H", "H", "H", "H", "H", "H", "H", "H", "H", "C", "C", "C", "O", "C", "N", "H", "H", "H", "H", "H", "H", "H", "H", "H", "H", "H", "C", "C", "O", "O", "H", "H", "H", "H", "H", "H"], "coordinates": [[1.736, 1.105, -0.446], [2.342, 1.356, 0.255], [1.110, 1.804, -0.647], [2.201, 0.978, -1.277], [3.552, 2.068, 1.054], [4.038, 2.685, 0.473], [0.074, 4.065, 0.815], [-1.019, 3.233, 0.089], [-2.197, 4.100, -0.275], [-2.986, 3.244, -1.067], [-4.299, 2.943, -0.592], [-0.185, 2.797, -1.043], [-0.376, 4.765, 1.520], [0.547, 4.777, 0.140], [0.948, 3.527, 1.182], [-1.321, 2.469, 0.805], [-2.107, 5.008, -0.872], [-2.600, 4.384, 0.697], [-4.842, 2.451, -1.399], [-4.732, 3.869, -0.215], [-4.283, 2.440, 0.375], [-0.104, 3.593, -1.659], [-0.848, 2.351, -1.661], [-2.345, 0.255, 2.534], [-0.949, 0.179, 3.266], [-0.628, -1.188, 4.014], [-0.543, -2.313, 3.119], [0.134, -3.484, 3.664], [0.051, 0.390, 2.301], [-2.390, 1.062, 1.803], [-3.104, 0.323, 3.314], [-2.441, -0.665, 1.958], [-0.815, 0.922, 4.052], [-1.413, -1.251, 4.768], [0.284, -0.915, 4.546], [0.999, -3.245, 4.283], [0.450, -4.225, 2.931], [-0.380, -4.031, 4.455], [0.209, -0.433, 1.737], [-0.360, 1.033, 1.639], [1.793, -3.436, -0.009], [0.822, -2.601, -0.906], [-0.094, -3.422, -1.874], [-0.755, -4.294, -1.023], [-1.904, -4.942, -1.649], [-0.038, -1.869, 0.022], [1.330, -4.035, 0.776], [2.342, -2.699, 0.577], [2.568, -3.970, -0.559], [1.399, -1.890, -1.498], [0.622, -3.695, -2.650], [-0.810, -2.841, -2.456], [-1.820, -5.246, -2.692], [-2.706, -4.205, -1.602], [-2.358, -5.798, -1.149], [-0.631, -1.189, -0.433], [-0.643, -2.624, 0.314], [2.659, 1.379, -3.853], [3.414, 0.233, -3.351], [3.791, 0.432, -2.014], [1.365, 1.156, -3.289], [2.428, 1.226, -4.907], [3.260, 2.247, -3.581], [4.332, 0.006, -3.892], [2.817, -0.678, -3.313], [4.497, -0.181, -1.794], [0.913, 0.505, -3.830]]}

=====

4.
{"formula": "C62H52N2O32P2S", "method": "ωB97M-V/def2-TZVPD", "total_charge": 0, "lumo_ev": -1.752, "spin_multiplicity": 1, "homo_lumo_gap_ev": 7.34, "species": ["C", "C", "C", "C", "P", "O", "C", "N", "C", "S", "C", "P", "O", "O", "O", "C", "C", "C", "O", "C", "C", "C", "C", "C", "C", "N", "C", "C", "C", "C", "O", "O", "C", "C", "C", "C", "C", "C", "O", "H", "H", "H", "H", "H", "H", "H", "H", "H", "H", "H", "H", "H", "H", "H", "H", "H", "H", "H", "H", "H", "H", "H", "H", "H", "H", "H", "H", "C", "C", "C", "O", "C", "C", "C", "O", "O", "O", "H", "H", "H", "H", "C", "C", "C", "O", "C", "C", "C", "O", "O", "O", "H", "H", "H", "H", "C", "C", "C", "O", "C", "C", "C", "O", "O", "O", "H", "H", "H", "H", "C", "C", "C", "O", "C", "C", "C", "O", "O", "O", "H", "H", "H", "H", "C", "C", "C", "O", "C", "C", "C", "O", "O", "O", "H", "H", "H", "H", "C", "C", "C", "O", "C", "C", "C", "O", "O", "O", "H", "H", "H", "H"], "coordinates": [[0.433, -2.103, -1.428], [1.166, -1.500, -0.116], [0.219, -0.616, 0.813], [-0.163, 0.871, 0.441], [0.475, 1.741, -1.120], [1.986, 2.117, -0.974], [-1.106, 1.718, 1.362], [-1.475, 3.101, 0.946], [-2.682, 3.095, 0.422], [-4.290, 2.773, 0.114], [-1.699, 1.185, 2.722], [-2.844, 2.213, 3.830], [-4.271, 1.671, 3.554], [-2.886, 3.866, 3.432], [-2.563, 1.989, 5.487], [-1.288, -0.291, 3.086], [-0.373, -1.158, 2.134], [-0.141, -2.668, 2.690], [-0.449, -3.585, 1.901], [0.267, -2.735, 4.211], [-0.636, -1.855, 5.169], [-0.380, -1.819, 6.690], [-1.223, -0.916, 7.730], [-0.282, 0.382, 8.006], [1.066, 0.243, 8.910], [-0.520, 1.573, 7.499], [0.807, -2.697, 7.211], [1.705, -3.554, 6.254], [2.889, -4.359, 6.979], [2.480, -4.850, 8.471], [1.592, -5.738, 8.642], [3.051, -4.292, 9.653], [1.463, -3.581, 4.686], [2.485, -4.438, 3.866], [2.248, -4.812, 2.358], [3.940, -3.670, 3.949], [3.820, -2.085, 4.161], [-1.797, -0.967, 4.471], [-2.954, -0.847, 4.923], [1.137, -2.928, -1.829], [-0.621, -2.497, -1.210], [0.381, -1.231, -2.185], [1.986, -0.788, -0.512], [1.694, -2.285, 0.519], [-0.216, 2.997, -1.297], [0.295, 0.924, -2.280], [-2.000, 4.222, 3.192], [-2.356, 2.847, 5.934], [-1.385, -1.447, 8.739], [-2.211, -0.584, 7.270], [1.924, 0.063, 8.158], [1.242, 1.227, 9.470], [0.990, -0.656, 9.634], [0.210, 2.251, 7.768], [0.987, -2.643, 8.350], [3.787, -3.643, 7.016], [3.222, -5.303, 6.436], [2.281, -4.071, 10.237], [2.665, -5.427, 4.446], [2.067, -3.867, 1.746], [3.155, -5.414, 1.966], [1.318, -5.489, 2.237], [4.498, -3.939, 2.982], [4.550, -4.146, 4.806], [4.803, -1.626, 3.752], [2.978, -1.579, 3.583], [3.827, -1.827, 5.286], [3.367, 3.125, -6.077], [2.555, 3.244, -7.128], [1.130, 3.651, -6.966], [0.422, 3.768, -7.952], [0.633, 3.891, -5.607], [1.445, 3.768, -4.554], [2.878, 3.388, -4.720], [3.596, 3.303, -3.739], [0.996, 3.986, -3.285], [2.996, 3.001, -8.394], [4.403, 2.834, -6.181], [-0.408, 4.168, -5.503], [1.772, 3.834, -2.703], [2.225, 3.158, -8.975], [-5.200, -6.177, 5.806], [-4.278, -5.460, 6.450], [-3.598, -4.304, 5.799], [-2.774, -3.659, 6.425], [-3.953, -3.992, 4.410], [-4.872, -4.712, 3.765], [-5.571, -5.850, 4.426], [-6.420, -6.476, 3.811], [-5.210, -4.436, 2.474], [-3.921, -5.754, 7.732], [-5.702, -7.016, 6.268], [-3.440, -3.163, 3.942], [-5.893, -5.093, 2.238], [-3.242, -5.093, 7.970], [6.892, 4.957, -6.965], [8.163, 5.213, -6.650], [8.559, 6.494, -5.998], [9.727, 6.687, -5.708], [7.509, 7.484, -5.734], [6.238, 7.228, -6.051], [5.839, 5.937, -6.679], [4.666, 5.730, -6.939], [5.254, 8.139, -5.814], [9.151, 4.314, -6.912], [6.591, 4.030, -7.437], [7.812, 8.416, -5.276], [4.430, 7.718, -6.130], [9.974, 4.732, -6.591], [2.886, 6.815, -11.383], [2.963, 8.147, -11.423], [1.990, 9.005, -10.689], [2.103, 10.219, -10.734], [0.919, 8.343, -9.938], [0.839, 7.010, -9.899], [1.829, 6.152, -10.612], [1.738, 4.938, -10.541], [-0.151, 6.383, -9.208], [3.937, 8.777, -12.137], [3.587, 6.182, -11.909], [0.209, 8.977, -9.424], [0.010, 5.425, -9.332], [3.778, 9.733, -12.006], [-5.927, 4.639, -5.873], [-4.712, 4.567, -6.422], [-3.479, 4.587, -5.584], [-2.387, 4.500, -6.119], [-3.636, 4.716, -4.133], [-4.850, 4.792, -3.584], [-6.084, 4.744, -4.418], [-7.177, 4.797, -3.881], [-5.009, 4.915, -2.238], [-4.551, 4.471, -7.770], [-6.830, 4.623, -6.469], [-2.732, 4.748, -3.538], [-5.975, 4.948, -2.092], [-3.584, 4.432, -7.914], [-5.337, -9.797, 3.258], [-5.384, -10.890, 2.492], [-4.608, -12.115, 2.838], [-4.690, -13.101, 2.125], [-3.764, -12.079, 4.037], [-3.715, -10.986, 4.801], [-4.512, -9.771, 4.469], [-4.456, -8.796, 5.200], [-2.934, -10.937, 5.916], [-6.144, -10.929, 1.363], [-5.897, -8.902, 3.020], [-3.193, -12.969, 4.267], [-3.073, -10.046, 6.292], [-6.009, -11.823, 0.990]]}